C22H15CoO5P | ωB97M-V with the def2-TZVPD basis set

HOMO-LUMO gap (spin up / spin down)   0.331 / 0.131 hartree
Energy relative to the best compared isomer or geometry (same formula, charge and spin)   0.000 eV
Spin multiplicity   4
Total charge   +2
Highest occupied orbital energy (spin up / spin down)   -15.31 / -14.86 eV

```
44
Properties=species:S:1:pos:R:3:lowdin_charge:R:1
O 0.07 -3.00 -3.17 0.208
C 0.11 -1.87 -3.39 -0.099
Co 0.13 -0.24 -4.19 0.270
O -2.87 -0.15 -5.43 0.208
C -1.79 -0.25 -5.06 0.080
C 1.70 -0.18 -4.93 -0.102
O 2.76 -0.11 -5.41 0.204
C 0.09 1.46 -3.78 -0.126
O -0.01 2.59 -3.54 0.198
O -0.07 -1.02 -1.25 -0.357
P -0.06 -0.36 0.11 0.822
C 1.49 0.55 0.34 -0.194
C 2.15 0.99 -0.81 -0.032
C 3.45 1.49 -0.72 0.012
C 4.08 1.60 0.52 0.027
C 3.38 1.24 1.68 -0.006
C 2.08 0.74 1.59 -0.008
C -1.48 0.73 0.29 -0.263
C -1.85 1.28 1.53 -0.068
C -3.04 2.02 1.64 -0.036
C -3.84 2.23 0.51 -0.020
C -3.45 1.73 -0.73 -0.036
C -2.27 0.99 -0.85 -0.061
C -0.13 -1.54 1.48 -0.274
C 1.04 -2.21 1.86 -0.060
C 1.05 -3.00 3.01 -0.029
C -0.13 -3.17 3.75 -0.025
C -1.32 -2.59 3.31 -0.017
C -1.33 -1.80 2.16 -0.045
H 1.66 0.91 -1.78 0.083
H 3.98 1.79 -1.64 0.139
H 5.10 1.96 0.59 0.140
H 3.85 1.35 2.66 0.136
H 1.55 0.46 2.51 0.131
H -1.23 1.12 2.41 0.118
H -3.33 2.42 2.61 0.125
H -4.78 2.79 0.61 0.129
H -4.06 1.91 -1.62 0.120
H -1.96 0.59 -1.81 0.084
H 1.95 -2.09 1.27 0.123
H 1.98 -3.47 3.33 0.126
H -0.11 -3.76 4.67 0.128
H -2.25 -2.75 3.86 0.127
H -2.27 -1.37 1.80 0.118
```